(1)
ORCA calculation (ωB97M-V with the def2-TZVPD basis set) on C32H47Cl2GeN3O5P2Ti as an isolated structure.

As for the HOMO-LUMO gap (alpha / beta): 5.77 / 6.54 eV. Its charge is -1. As for the expectation value of S²: 0.785. Its multiplicity is 2. The value obtained for the largest force on an atom is 0.9 eV Å⁻¹.

Positions of all 93 atoms, in Å:
Ti: -0.292 0.111 0.312
C: 3.725 1.158 2.839
P: 2.684 1.421 1.349
C: 3.840 0.801 0.056
C: 2.933 3.231 1.062
C: 2.464 3.585 -0.359
P: 0.813 2.822 -0.710
C: -0.189 4.002 0.284
C: 0.456 3.425 -2.392
H: 4.742 1.538 2.701
H: 3.765 0.090 3.060
H: 3.273 1.656 3.698
H: 4.706 1.462 -0.046
H: 3.327 0.702 -0.903
H: 4.187 -0.191 0.346
H: 3.988 3.486 1.207
H: 2.348 3.790 1.798
H: 3.186 3.205 -1.086
H: 2.392 4.668 -0.497
H: 0.236 5.009 0.241
H: -0.249 3.673 1.321
H: -1.208 4.034 -0.099
H: 0.528 4.515 -2.446
H: -0.550 3.100 -2.662
H: 1.148 2.969 -3.101
O: -2.980 0.798 -2.441
C: -2.253 0.500 -1.519
O: -0.936 0.578 -1.517
C: -2.690 0.052 -0.110
C: -4.134 -0.276 0.009
C: -4.560 -1.418 0.538
C: -3.628 -2.454 0.981
C: -4.065 -3.638 1.559
C: -3.176 -4.640 1.924
C: -1.822 -4.454 1.672
C: -1.365 -3.284 1.086
C: -2.252 -2.255 0.762
N: -1.786 -1.085 0.210
H: -4.819 0.478 -0.358
H: -5.622 -1.617 0.638
H: -5.130 -3.769 1.723
H: -3.533 -5.552 2.383
H: -1.107 -5.227 1.932
H: -0.313 -3.159 0.868
Cl: 3.571 -4.613 4.323
C: 2.506 -3.400 3.641
C: 1.489 -2.880 4.431
C: 0.663 -1.902 3.895
Cl: -0.610 -1.291 4.901
C: 0.808 -1.399 2.600
O: 0.049 -0.427 2.130
C: 1.816 -2.017 1.783
C: 1.929 -1.761 0.405
O: 1.178 -0.902 -0.246
C: 2.675 -2.993 2.345
H: 1.334 -3.225 5.442
H: 2.659 -2.312 -0.183
H: 3.449 -3.435 1.729
C: -3.061 3.863 2.297
Ge: -3.112 1.894 2.319
C: -5.035 1.519 2.481
C: -2.392 1.429 4.072
C: -2.162 1.294 0.740
H: -3.802 4.233 3.010
H: -3.303 4.269 1.313
H: -2.085 4.249 2.595
H: -5.380 2.048 3.374
H: -5.236 0.456 2.603
H: -5.602 1.880 1.622
H: -2.736 2.178 4.789
H: -1.303 1.407 4.063
H: -2.744 0.450 4.396
H: -2.245 2.170 0.088
C: 2.771 0.865 -5.500
N: 2.010 -0.354 -5.354
C: 1.659 -1.029 -6.581
C: 1.565 -0.713 -4.108
O: 1.762 -0.023 -3.128
N: 0.901 -1.974 -4.080
C: -0.235 -2.052 -3.158
C: 1.865 -3.042 -3.845
H: 3.678 0.676 -6.082
H: 3.042 1.237 -4.517
H: 2.184 1.630 -6.019
H: 1.204 -0.321 -7.280
H: 0.952 -1.824 -6.369
H: 2.547 -1.453 -7.062
H: -0.974 -1.295 -3.413
H: -0.684 -3.037 -3.301
H: 0.019 -1.931 -2.102
H: 2.683 -2.979 -4.566
H: 1.371 -4.006 -3.972
H: 2.287 -2.999 -2.832

For each atom in turn, the Mulliken charge in e is:
1. Ti -1.442
2. C -1.499
3. P 1.422
4. C -1.215
5. C -1.078
6. C -1.125
7. P 1.622
8. C -1.607
9. C -1.520
10. H 0.435
11. H 0.278
12. H 0.397
13. H 0.497
14. H -0.129
15. H 0.430
16. H 0.551
17. H 0.378
18. H 0.362
19. H 0.616
20. H 0.667
21. H 0.094
22. H 0.393
23. H 0.454
24. H 0.371
25. H 0.228
26. O -0.806
27. C -0.097
28. O -0.065
29. C 0.550
30. C -1.753
31. C -1.070
32. C 1.013
33. C -0.720
34. C -0.808
35. C -0.689
36. C -0.612
37. C 0.268
38. N 1.290
39. H 0.552
40. H 0.371
41. H 0.377
42. H 0.373
43. H 0.446
44. H 0.351
45. Cl -0.271
46. C 0.093
47. C -0.881
48. C 0.812
49. Cl -0.269
50. C 0.082
51. O -0.255
52. C 1.196
53. C -1.145
54. O 0.636
55. C -1.420
56. H 0.466
57. H 0.032
58. H 0.426
59. C -1.553
60. Ge 0.873
61. C -1.506
62. C -1.344
63. C 0.737
64. H 0.448
65. H 0.368
66. H 0.387
67. H 0.448
68. H 0.382
69. H 0.371
70. H 0.471
71. H 0.296
72. H 0.332
73. H 0.368
74. C -1.019
75. N 0.276
76. C -1.136
77. C 0.280
78. O -0.601
79. N 0.207
80. C -0.839
81. C -0.937
82. H 0.364
83. H 0.206
84. H 0.315
85. H 0.369
86. H 0.382
87. H 0.314
88. H 0.280
89. H 0.371
90. H 0.204
91. H 0.330
92. H 0.394
93. H 0.114



(2)
ORCA calculation (ωB97M-V with the def2-TZVPD basis set) on a 2-piece molecular cluster, C5H10NO2 overall in a non-equilibrium geometry.

As for the HOMO-LUMO gap (alpha / beta): 9.87 / 5.21 eV. As for the expectation value of S²: 0.756. Its multiplicity is 2. The value obtained for the largest force on an atom is 5.6 eV Å⁻¹.

Positions of all 18 atoms, in Å:
C: 1.370 0.037 1.280
C: 0.046 0.590 1.830
C: -1.117 0.105 0.948
C: -2.206 -0.437 1.512
H: 1.473 0.288 0.196
H: 2.223 0.436 1.880
H: 1.361 -1.045 1.247
H: 0.115 1.699 1.803
H: -0.019 0.291 2.888
H: -0.853 0.049 -0.139
H: -3.053 -0.785 0.914
H: -2.199 -0.554 2.587
N: 0.524 -0.145 -3.545
C: 0.379 -0.063 -2.148
O: 0.141 -1.160 -1.565
O: 0.591 1.102 -1.647
H: 0.857 0.620 -4.071
H: 0.367 -1.027 -3.973

For each atom in turn, the natural (NBO) charge in e is:
1. C -0.594
2. C -0.441
3. C -0.168
4. C -0.415
5. H 0.198
6. H 0.206
7. H 0.212
8. H 0.204
9. H 0.203
10. H 0.210
11. H 0.199
12. H 0.190
13. N -0.847
14. C 0.804
15. O -0.566
16. O -0.204
17. H 0.395
18. H 0.415



(3)
ORCA calculation (ωB97M-V with the def2-TZVPD basis set) on the molecule C2H5NS2 in a non-equilibrium geometry.

As for the HOMO-LUMO gap: 9.13 eV. The structure (SMILES) is CS/C=N\S. Its multiplicity is 1. The value obtained for the largest force on an atom is 4.2 eV Å⁻¹.

Positions of all 10 atoms, in Å:
C: -1.890 0.014 0.184
S: -0.305 -0.812 -0.232
C: 0.877 0.561 -0.253
N: 2.159 0.765 -0.055
S: 3.213 -0.509 0.033
H: -2.558 -0.880 0.560
H: -1.799 0.542 1.069
H: -2.357 0.444 -0.734
H: 0.187 1.500 -0.476
H: 2.474 -1.624 -0.096

For each atom in turn, the natural (NBO) charge in e is:
1. C -0.738
2. S 0.189
3. C -0.071
4. N -0.583
5. S 0.225
6. H 0.245
7. H 0.229
8. H 0.236
9. H 0.188
10. H 0.080



(4)
ORCA calculation (ωB97M-V with the def2-TZVPD basis set) on C4F12InO12S4 as an isolated structure in a non-equilibrium geometry.

As for the HOMO-LUMO gap (alpha / beta): 7.99 / 4.05 eV. Its charge is -2. As for the expectation value of S²: 0.764. Its multiplicity is 2. The value obtained for the largest force on an atom is 3.9 eV Å⁻¹.

Positions of all 33 atoms, in Å:
In: -0.511 -0.959 -0.981
C: -3.008 3.917 -1.236
F: -3.447 3.589 -2.464
F: -3.000 5.227 -1.019
F: -3.726 3.364 -0.244
S: -1.162 3.325 -1.042
O: -0.393 3.900 -2.148
O: -0.595 3.953 0.159
O: -1.092 1.878 -1.021
C: 4.138 1.421 -0.356
F: 5.088 2.315 0.169
F: 4.538 0.929 -1.586
F: 4.101 0.391 0.479
S: 2.376 2.095 -0.452
O: 1.564 0.863 -0.567
O: 2.163 2.857 0.784
O: 2.357 2.983 -1.593
C: -0.812 -0.373 4.164
F: -1.480 0.623 4.681
F: 0.245 -0.629 4.868
F: -1.595 -1.484 4.153
S: -0.394 0.229 2.398
O: -0.005 1.636 2.655
O: 0.592 -0.666 1.787
O: -1.607 0.250 1.538
C: -0.858 -5.945 -2.198
F: -1.724 -5.429 -3.087
F: -1.536 -6.852 -1.484
F: 0.213 -6.507 -2.828
S: -0.187 -4.503 -1.030
O: -1.284 -3.718 -0.384
O: 0.723 -5.094 -0.072
O: 0.318 -3.585 -2.043

For each atom in turn, the natural (NBO) charge in e is:
1. In 0.887
2. C 0.768
3. F -0.307
4. F -0.310
5. F -0.303
6. S 2.204
7. O -0.707
8. O -0.621
9. O -0.802
10. C 0.700
11. F -0.351
12. F -0.343
13. F -0.314
14. S 2.314
15. O -0.996
16. O -0.934
17. O -0.976
18. C 0.735
19. F -0.317
20. F -0.311
21. F -0.342
22. S 2.258
23. O -0.961
24. O -0.983
25. O -1.027
26. C 0.738
27. F -0.328
28. F -0.333
29. F -0.333
30. S 2.277
31. O -1.008
32. O -0.948
33. O -1.023